14
Properties=species:S:1:pos:R:3 method="wB97M-V/def2-TZVPD" gap_ev=9.9 e_lumo_ev=-6.225 spin_multiplicity=1 charge=+1
C 2.049 0.086 -0.152
C 0.301 0.694 0.540
C 0.388 -0.259 -0.953
C -0.690 -0.828 -1.702
C -0.477 0.437 1.845
N 1.752 0.671 0.862
N 1.652 -0.546 -1.234
H 0.271 1.540 -0.134
H -1.358 -0.083 -2.032
H -1.413 -1.286 -0.958
H -0.423 -1.423 -2.485
H 0.047 0.589 2.802
H -0.705 -0.648 1.658
H -1.394 1.057 1.944

***

14
Properties=species:S:1:pos:R:3 method="wB97M-V/def2-TZVPD" gap_ev=9.0 e_lumo_ev=-4.780 spin_multiplicity=1 charge=+1
C 2.260 -1.423 0.977
C -3.216 -0.813 -0.389
C 0.426 -0.053 0.164
C -1.953 -0.581 -0.250
C 0.736 1.395 0.282
N -0.764 -0.520 -0.079
N 1.549 -0.799 0.211
H 2.129 -1.403 2.026
H -3.885 0.085 -0.377
H -3.683 -1.644 -0.785
H 3.220 -1.735 0.793
H -0.008 2.085 -0.066
H 1.647 1.522 -0.420
H 1.096 1.757 1.274

***

14
Properties=species:S:1:pos:R:3 method="wB97M-V/def2-TZVPD" gap_ev="8.0 / 8.0" e_lumo_ev="-6.805 / -6.805" spin_multiplicity=1 charge=+1
C 1.583 -2.553 -0.238
C 1.323 -1.610 0.919
C -0.686 1.021 1.185
C -0.337 0.571 0.022
C -0.688 0.786 -1.303
N 1.179 -1.676 -1.060
N 0.905 -0.712 0.030
H 1.818 -3.527 -0.463
H 1.014 -1.804 1.919
H -0.266 0.516 2.101
H -1.447 1.769 1.471
H 0.204 1.184 -1.796
H -1.475 1.525 -1.188
H -1.164 -0.101 -1.871

***

14
Properties=species:S:1:pos:R:3 method="wB97M-V/def2-TZVPD" gap_ev=10.0 e_lumo_ev=-4.032 spin_multiplicity=1 charge=+1
C 0.882 -1.043 0.895
C 0.596 -1.532 -0.307
C 0.124 1.501 -0.457
C -0.343 -0.188 1.008
C -0.580 -0.601 -0.478
N -0.028 1.204 0.831
N -0.260 0.510 -1.243
H 1.760 -1.197 1.635
H 1.143 -2.273 -0.974
H 0.397 2.445 -0.932
H -1.075 -0.320 1.680
H -2.116 -1.139 -1.041
H -0.206 1.828 1.584
H -0.293 0.806 -2.199

***

15
Properties=species:S:1:pos:R:3 method="wB97M-V/def2-TZVPD" gap_ev="6.6 / 6.7" e_lumo_ev="-6.656 / -6.395" spin_multiplicity=1 charge=+1
C 0.102 -2.291 -0.369
C -0.290 -1.258 -1.268
C 2.067 0.774 0.532
C 0.061 -0.287 0.775
C -1.691 0.705 -0.686
N 0.328 -1.611 0.825
N -0.334 0.004 -0.562
O 2.101 1.303 -0.499
H 2.689 0.839 1.429
H -0.331 0.401 1.630
H -2.122 0.803 -1.726
H -2.360 0.128 -0.188
H -1.475 1.782 -0.475
H 0.869 -2.033 1.558
H 0.386 0.742 -0.976

***

16
Properties=species:S:1:pos:R:3 method="wB97M-V/def2-TZVPD" gap_ev="7.6 / 5.2" e_lumo_ev="-5.970 / -8.395" spin_multiplicity=1 charge=+1
C 0.729 1.573 -1.705
C 0.015 1.442 -0.567
C -0.437 -0.377 -1.446
C 0.117 0.477 3.164
C -0.851 -1.760 -1.495
N 0.441 0.275 -2.272
N -0.751 0.373 -0.381
O 0.170 0.753 4.431
O 0.980 0.421 2.345
H 1.574 2.191 -2.129
H -0.978 0.012 2.991
H -0.567 -2.109 -0.574
H -1.929 -2.043 -1.777
H -0.374 -2.318 -2.271
H 0.840 -0.106 -3.047
H 1.020 1.198 4.731